48
Properties=species:S:1:pos:R:3 method="wB97M-V/def2-TZVPD" homo_ev=-9.933 charge=+1 energy_ev=-90881.146 de_lowest_kcal_mol=0.0
Y -0.612 -0.146 0.186
S -0.678 1.394 2.256
C -2.237 2.253 2.114
C -2.580 3.129 3.148
C -3.758 3.854 3.121
C -4.627 3.714 2.048
C -4.305 2.845 1.020
C -3.117 2.110 1.035
S -2.836 1.010 -0.347
H -1.896 3.233 3.982
H -3.996 4.527 3.936
H -5.553 4.274 2.011
H -4.977 2.723 0.180
N -1.907 0.679 -3.296
C -1.068 -0.355 -3.270
N -0.369 -0.746 -2.215
C 0.479 -1.818 -2.575
C 1.422 -2.436 -1.757
C 2.155 -3.505 -2.254
C 1.976 -3.956 -3.559
C 1.067 -3.328 -4.394
C 0.335 -2.266 -3.888
S -0.827 -1.278 -4.725
H -2.188 1.132 -2.427
H -2.486 0.827 -4.104
H 1.619 -2.069 -0.757
H 2.884 -3.989 -1.617
H 2.559 -4.789 -3.930
H 0.937 -3.653 -5.419
C 3.121 0.020 2.789
P 2.844 0.584 1.124
C 2.667 2.354 1.153
C 4.299 0.226 0.159
O 1.632 -0.131 0.515
H 3.994 0.507 3.227
H 3.274 -1.060 2.775
H 2.237 0.254 3.385
H 3.582 2.806 1.543
H 1.813 2.626 1.773
H 2.498 2.707 0.135
H 5.175 0.710 0.592
H 4.146 0.595 -0.856
H 4.458 -0.852 0.124
Cl -2.475 -1.471 2.174
C -2.339 -3.078 1.463
Cl -1.026 -3.024 0.247
H -3.255 -3.346 0.955
H -2.059 -3.796 2.221



45
Properties=species:S:1:pos:R:3 method="wB97M-V/def2-TZVPD" homo_ev=-8.093 charge=0 smiles="O=S(=O)(N[C@H]1CCCC[C@H]1NCc1ccco1)c1ccc(Cl)cc1" energy_ev=-50449.640 de_lowest_kcal_mol=24.5
O 1.958 1.265 0.212
S 0.536 1.274 0.442
O 0.042 0.994 1.753
N -0.241 0.267 -0.630
H 0.219 0.277 -1.528
C -0.608 -1.069 -0.187
C -1.996 -1.438 -0.721
C -1.982 -1.634 -2.233
C -0.965 -2.703 -2.620
C 0.425 -2.327 -2.120
H 0.763 -1.411 -2.611
H 1.144 -3.108 -2.368
C 0.437 -2.131 -0.596
N 1.798 -1.847 -0.182
H 1.998 -0.851 -0.204
C 2.238 -2.406 1.087
C 1.699 -1.743 2.315
C 2.220 -0.763 3.106
C 1.263 -0.516 4.119
C 0.230 -1.361 3.869
O 0.481 -2.111 2.781
H -0.707 -1.520 4.364
H 1.335 0.196 4.915
H 3.162 -0.272 2.974
H 3.328 -2.325 1.106
H 1.964 -3.466 1.093
H 0.136 -3.077 -0.130
H -0.947 -2.828 -3.704
H -1.261 -3.658 -2.178
H -1.728 -0.690 -2.718
H -2.978 -1.927 -2.573
H -2.698 -0.649 -0.451
H -2.316 -2.362 -0.235
H -0.654 -0.999 0.903
C -0.116 2.842 -0.112
C 0.658 3.685 -0.886
C 0.126 4.881 -1.335
C -1.181 5.208 -0.998
C -1.958 4.361 -0.217
C -1.415 3.169 0.227
H -1.977 2.487 0.844
H -2.968 4.639 0.037
Cl -1.851 6.694 -1.556
H 0.713 5.556 -1.937
H 1.672 3.397 -1.115



44
Properties=species:S:1:pos:R:3 method="wB97M-V/def2-TZVPD" homo_ev=-8.636 charge=0 smiles="CCOCCCNC(=O)Cn1nc(-c2ccccc2)ccc1=O" energy_ev=-28582.600 de_lowest_kcal_mol=65.9
C -7.382 0.045 -0.587
C -6.254 -0.869 -1.037
O -5.027 -0.290 -0.656
C -3.908 -1.065 -1.013
C -2.646 -0.363 -0.525
H -2.624 0.647 -0.938
H -1.772 -0.909 -0.882
C -2.620 -0.281 1.003
N -1.466 0.446 1.475
C -0.407 -0.159 2.030
O -0.332 -1.339 2.294
C 0.748 0.820 2.345
N 1.472 1.178 1.142
N 2.593 0.521 0.950
C 3.332 0.754 -0.101
C 2.932 1.732 -1.058
C 1.779 2.412 -0.856
C 0.956 2.149 0.296
O -0.112 2.695 0.555
H 1.419 3.161 -1.546
H 3.533 1.907 -1.937
C 4.558 -0.038 -0.234
C 5.658 0.432 -0.948
C 6.801 -0.339 -1.055
C 6.861 -1.585 -0.455
C 5.774 -2.057 0.263
C 4.631 -1.291 0.376
H 3.777 -1.648 0.929
H 5.819 -3.027 0.736
H 7.754 -2.185 -0.544
H 7.649 0.037 -1.607
H 5.635 1.412 -1.402
H 0.345 1.730 2.795
H 1.450 0.322 3.014
H -1.374 1.421 1.199
H -2.571 -1.283 1.435
H -3.528 0.220 1.347
H -3.871 -1.191 -2.108
H -3.982 -2.067 -0.561
H -6.357 -1.863 -0.574
H -6.281 -1.003 -2.131
H -8.340 -0.378 -0.875
H -7.352 0.164 0.492
H -7.269 1.023 -1.046



43
Properties=species:S:1:pos:R:3 method="wB97M-V/def2-TZVPD" homo_ev=-7.588 charge=0 smiles=CCCNc1cccc2c1Nc1ccc(CNC)c(S)c1S2 energy_ev=-44110.399 de_lowest_kcal_mol=21.6
C 3.996 -3.629 0.555
C 3.174 -3.197 -0.659
C 3.507 -1.803 -1.185
N 3.616 -0.813 -0.097
C 3.108 0.476 -0.392
C 3.827 1.286 -1.268
C 3.374 2.548 -1.617
C 2.189 3.035 -1.080
C 1.479 2.247 -0.183
C 1.913 0.969 0.153
N 1.113 0.209 1.032
C -0.276 0.191 0.797
C -0.991 -1.003 0.808
C -2.365 -0.981 0.640
C -3.069 0.202 0.442
C -4.574 0.084 0.279
N -5.351 1.044 1.039
C -6.597 1.513 0.447
C -2.343 1.397 0.371
S -3.138 2.920 -0.088
C -0.952 1.385 0.559
S -0.002 2.874 0.560
H 3.870 -4.699 0.731
H 3.690 -3.127 1.475
H 5.060 -3.447 0.392
H 2.103 -3.254 -0.443
H 3.363 -3.906 -1.469
H 4.442 -1.825 -1.753
H 2.723 -1.490 -1.883
H 3.240 -1.196 0.756
H 4.761 0.919 -1.679
H 3.952 3.152 -2.305
H 1.829 4.021 -1.345
H 1.470 -0.722 1.183
H -0.463 -1.935 0.980
H -2.918 -1.911 0.687
H -4.815 0.171 -0.784
H -4.833 -0.946 0.558
H -5.513 0.690 1.969
H -7.481 1.142 0.975
H -6.641 2.606 0.438
H -6.686 1.180 -0.590
H -2.791 3.627 0.994



45
Properties=species:S:1:pos:R:3 method="wB97M-V/def2-TZVPD" homo_ev=-7.818 charge=0 smiles=CCOc1ccc(OCC)c(Nc2cc(C)nc3nc(C)nn23)c1 energy_ev=-29515.280 de_lowest_kcal_mol=63.2
C -1.723 4.630 3.102
C -2.570 4.182 1.914
O -1.852 4.191 0.697
C -0.977 3.185 0.419
C -0.279 3.305 -0.780
C 0.632 2.347 -1.177
C 0.878 1.229 -0.390
C 0.151 1.093 0.802
C -0.752 2.063 1.207
H -1.277 1.901 2.135
N 0.352 -0.038 1.625
C 0.478 -1.297 1.130
C 1.169 -2.318 1.762
C 1.230 -3.589 1.175
N 0.650 -3.878 0.029
C -0.040 -2.920 -0.561
N -0.738 -2.953 -1.680
C -1.262 -1.719 -1.785
N -0.937 -0.893 -0.805
N -0.152 -1.633 -0.013
C -2.136 -1.307 -2.908
H -2.399 -0.260 -2.794
H -1.620 -1.464 -3.853
H -3.037 -1.917 -2.913
C 1.992 -4.691 1.841
H 3.036 -4.407 1.963
H 1.577 -4.893 2.827
H 1.930 -5.587 1.232
H 1.680 -2.120 2.690
H 0.746 0.120 2.541
O 1.810 0.261 -0.637
C 2.501 0.250 -1.870
C 1.647 -0.257 -3.028
H 0.754 0.352 -3.141
H 2.224 -0.222 -3.949
H 1.340 -1.284 -2.846
H 2.907 1.245 -2.089
H 3.339 -0.433 -1.699
H 1.156 2.491 -2.108
H -0.465 4.169 -1.397
H -3.010 3.194 2.097
H -3.384 4.894 1.753
H -0.884 3.956 3.259
H -1.331 5.627 2.918
H -2.334 4.651 4.001



47
Properties=species:S:1:pos:R:3 method="wB97M-V/def2-TZVPD" homo_ev="-21.074 / -21.050" charge=+4 s2=2.030 spin_multiplicity=3 energy_ev=-42130.123
N -2.393 -0.195 -0.115
C -3.451 -0.637 0.062
C -4.683 -1.311 0.363
H -4.669 -2.325 -0.087
H -5.530 -0.733 -0.058
H -4.801 -1.392 1.464
N -0.100 2.721 -0.089
C 0.049 3.869 0.053
C 0.393 5.137 0.593
H -0.417 5.820 0.330
H 1.326 5.458 0.121
H 0.503 5.055 1.682
N 1.241 -0.512 -1.393
C 2.080 -1.152 -1.893
C 3.088 -2.052 -2.363
H 3.997 -1.950 -1.739
H 3.338 -1.811 -3.414
H 2.709 -3.091 -2.306
W -0.299 0.753 -0.338
C 1.486 0.679 0.730
O 2.501 0.606 1.298
C -0.998 0.774 1.626
O -1.394 0.825 2.728
C -2.439 1.356 -2.277
C -1.959 0.109 -2.718
C -0.650 -0.009 -3.179
C 0.191 1.120 -3.204
C -0.266 2.345 -2.715
C -1.593 2.464 -2.253
H -3.485 1.477 -1.993
H -2.625 -0.754 -2.783
H -0.316 -0.963 -3.589
H 1.190 1.056 -3.635
H 0.404 3.206 -2.717
H -1.977 3.421 -1.897
S -0.346 -2.130 0.688
C 0.792 -2.241 1.964
N 0.889 -1.484 3.081
C 1.908 -1.956 3.996
C 2.489 -3.171 3.275
N 1.744 -3.188 2.036
H 0.242 -0.729 3.322
H 1.471 -2.221 4.963
H 2.666 -1.184 4.153
H 2.322 -4.094 3.836
H 3.555 -3.062 3.076
H 1.815 -3.905 1.314